No. 1
Below is a cluster of 6 separate species, C50H75NO10S in total, with properties calculated with ωB97M-V with the def2-TZVPD basis set.

Properties
Highest occupied orbital energy ... -8.346 eV
HOMO-LUMO gap ... 0.296 Ha
DFT total energy ... -85864.308 eV
Structure (SMILES) ... C#CCCCc1ccc(OCCCC)c2c1C(=O)c1cc(CSCC)c(CCCCN)c(CCCCOC=O)c1C2=O.CC(C)=O.CC(C)=O.CC(C)=O.CC(C)=O.CC(C)=O

The geometry in XYZ format:
```
137
Properties=species:S:1:pos:R:3:forces:R:3:lowdin_charge:R:1
H 6.767 1.429 3.293 0.0 0.0 0.0 0.072
C 2.116 -3.164 -1.106 0.3 0.0 -0.1 -0.005
H 6.922 -3.916 -2.419 0.0 0.0 0.0 0.079
C -0.079 -2.345 0.330 -0.5 0.1 0.2 -0.003
H 3.941 -5.101 -3.009 0.2 -0.1 0.1 0.077
C -1.311 -1.924 1.073 0.5 0.1 0.2 -0.245
O 5.970 -6.089 -3.224 0.2 0.0 0.0 0.066
H -1.263 2.865 1.039 0.0 -0.1 0.1 0.044
N -1.823 3.541 1.537 -0.5 0.2 0.2 0.000
H 8.544 6.588 8.792 0.1 0.0 0.0 0.084
H -5.132 2.579 -1.547 0.0 -0.3 -0.2 0.099
H 3.950 6.026 1.072 0.0 0.0 0.0 0.081
H -8.290 -0.839 -3.955 -0.2 0.0 0.0 0.074
H -3.090 3.380 -1.151 0.2 -0.1 -0.2 0.107
H -3.583 -1.695 2.987 0.4 -0.1 0.1 0.106
H -10.369 2.973 -6.195 -0.1 0.1 -0.1 0.086
S -5.443 -1.201 -4.121 0.2 -0.3 -0.4 0.902
H -6.894 -0.995 -5.991 0.1 -0.2 -0.1 0.068
C 2.364 0.971 -0.277 0.1 0.6 -0.3 -0.228
C -3.258 0.182 1.925 0.3 -0.8 0.0 -0.121
H -6.255 0.793 -0.479 -0.2 0.0 0.1 0.109
C -0.230 -3.018 -0.878 -0.1 -0.3 -0.3 -0.028
H 6.539 -2.099 5.669 0.0 0.0 0.0 0.080
C -3.160 3.694 0.932 0.6 0.0 -0.4 -0.285
C 5.740 4.714 3.760 -0.1 -0.2 -0.1 -0.022
C 2.533 -6.227 -1.979 0.2 0.2 0.0 -0.156
H -5.388 -1.887 1.284 0.1 0.2 -0.1 0.113
C -3.563 -1.777 -1.888 0.1 -0.6 -0.5 0.007
C 7.120 -5.995 -2.860 0.0 0.0 0.0 -0.489
C 4.822 4.778 2.568 0.0 -0.1 0.0 -0.486
H 5.591 6.499 1.550 0.0 0.1 0.1 0.085
O 1.335 -1.454 2.033 0.1 0.1 -0.1 -0.046
H 5.218 0.579 3.271 0.0 -0.1 -0.1 0.077
H -3.669 1.184 1.935 -0.2 0.1 -0.1 0.093
H 2.529 -3.502 -3.842 0.0 0.2 0.1 0.108
C 1.518 0.780 0.993 0.5 0.3 0.0 -0.152
C 7.651 5.355 7.281 0.0 -0.1 0.0 -0.500
C -2.574 -2.138 -1.010 0.2 0.1 0.4 -0.072
H 8.528 -4.385 -3.007 0.1 0.0 0.1 0.085
H -6.266 -2.546 2.648 -0.1 -0.1 0.0 0.131
H 3.121 -6.266 -3.976 0.1 -0.2 -0.1 0.111
H -5.844 0.357 2.995 0.0 0.1 -0.3 0.111
H -1.934 3.244 2.496 0.3 -0.1 0.0 0.056
H -3.610 -2.305 -2.828 -0.1 0.0 -0.1 0.082
H -6.124 0.541 -5.610 -0.1 0.2 -0.1 0.054
C 2.273 -2.496 0.082 0.4 0.3 0.5 0.018
O -1.323 -1.939 2.284 -0.3 0.1 -0.1 0.133
C 2.967 -5.542 -3.181 -0.3 0.5 -0.4 -0.204
C -6.636 -0.316 -5.188 0.1 0.4 0.9 -0.520
O -1.979 -4.202 -1.989 0.0 0.3 0.0 0.131
H 4.216 6.833 2.629 0.1 0.1 0.0 0.087
H -8.963 1.393 -9.372 0.0 0.0 0.0 0.082
H -5.456 3.131 0.063 -0.2 0.1 -0.1 0.109
C 4.633 6.124 1.912 -0.2 -0.1 -0.2 -0.017
H 0.484 0.522 0.772 -0.1 -0.2 0.0 0.105
H 2.037 0.173 2.995 -0.1 -0.2 0.2 0.122
C -8.770 2.436 -7.520 0.0 0.0 0.0 -0.504
H -5.715 -0.972 4.085 -0.1 0.1 0.1 0.112
C -4.866 2.412 -0.506 0.3 0.1 0.5 -0.158
H -2.715 1.931 -0.273 -0.1 -0.2 0.1 0.097
H 1.480 1.744 1.500 -0.1 0.1 0.1 0.104
H 5.775 3.691 4.128 0.0 0.0 0.0 0.073
H 7.516 -8.057 -3.238 0.0 0.0 0.0 0.082
C 8.166 6.687 7.774 -0.2 0.1 -0.1 -0.025
C -4.349 -0.098 -0.360 0.5 -0.2 0.7 -0.135
H 8.901 -6.986 -3.522 0.1 0.0 0.1 0.085
H 7.357 7.414 7.765 0.0 0.0 0.0 0.080
H 3.130 0.204 -0.327 0.0 -0.3 0.0 0.083
H 6.747 5.026 3.476 0.0 0.2 0.1 0.090
O -7.675 1.972 -7.304 0.0 0.0 0.0 0.063
C -3.890 -0.660 3.051 -0.8 0.7 -0.2 -0.159
H 0.217 -5.171 -2.695 0.0 -0.2 0.0 0.117
C -5.549 -0.358 -2.522 -0.3 -0.4 0.0 -0.431
H 9.462 4.468 6.553 0.1 0.0 0.1 0.085
H 2.722 2.952 -1.169 -0.2 0.2 0.1 0.065
H 1.890 -7.015 0.031 -0.1 -0.2 0.1 0.024
C -7.904 -1.992 0.779 -1.0 0.3 -0.3 -0.363
H -2.201 0.285 2.156 0.1 0.0 0.1 0.108
H 1.686 -4.745 -4.698 0.0 0.0 -0.1 0.105
C 2.196 -6.676 -0.924 -0.1 -0.1 0.2 0.122
H 8.035 -4.786 -1.345 0.1 0.0 0.0 0.085
H 1.777 0.878 -1.188 -0.2 -0.3 0.0 0.101
C -2.451 -1.485 0.211 0.1 -0.1 0.2 -0.025
H 0.009 -3.683 -3.546 -0.1 0.0 0.0 0.122
H 3.067 2.870 0.592 -0.1 0.2 -0.1 0.028
C 8.639 4.216 7.224 -0.2 -0.1 -0.1 -0.018
H 6.632 -0.106 2.416 -0.2 0.0 0.0 0.086
H 8.408 -7.386 -1.860 0.1 0.1 0.0 0.086
C -6.050 -1.624 2.109 0.0 0.0 -0.1 -0.172
H -5.606 0.722 -2.625 0.2 0.1 -0.2 0.077
C 1.990 -4.436 -3.700 -0.1 -0.7 -0.2 -0.177
O -7.294 -1.105 1.582 0.3 -0.5 0.2 -0.026
C 6.301 0.445 3.298 0.2 0.2 0.1 -0.020
H 4.142 2.155 -0.569 0.1 0.2 0.0 0.066
H 3.140 -0.477 1.804 0.1 0.2 -0.2 0.105
H -10.492 1.613 -8.499 -0.1 0.1 0.0 0.085
H -8.768 3.557 -5.704 0.0 0.0 0.0 0.081
C -5.298 1.013 -0.009 -0.3 0.2 -0.9 -0.131
C 7.690 -4.684 -2.375 -0.2 0.1 0.0 -0.020
H -5.511 1.053 1.046 0.1 -0.1 0.3 0.089
H -9.622 4.346 -7.045 -0.1 0.0 0.0 0.085
H 9.037 4.016 8.220 0.1 0.1 0.0 0.086
H -6.479 -0.675 -2.046 -0.2 0.1 0.0 0.080
C 2.092 -0.233 1.990 -0.3 -0.2 0.0 -0.160
H -3.229 4.720 0.568 -0.3 0.1 0.1 0.099
C 3.091 2.341 -0.352 0.2 -0.8 -0.1 -0.096
O 4.257 3.789 2.155 0.1 0.1 0.2 0.050
C 1.189 -2.089 0.832 -0.2 0.1 0.3 -0.227
H 8.969 7.040 7.125 0.1 0.0 0.1 0.084
C 6.716 -0.290 4.549 0.0 0.0 0.0 -0.503
O -9.097 -2.056 0.693 0.2 0.1 -0.1 0.092
C -3.356 -0.479 0.561 -0.2 0.4 0.2 -0.100
C -3.388 2.786 -0.289 -0.3 0.6 -0.2 -0.188
H 5.076 -1.655 4.769 0.0 -0.1 -0.1 0.084
H -3.949 3.576 1.675 0.0 -0.2 0.1 0.103
C 6.166 -1.684 4.735 0.1 0.0 0.2 -0.022
H 8.143 3.320 6.855 0.0 0.0 0.0 0.080
C 8.049 -7.184 -2.870 -0.2 -0.1 -0.1 -0.021
C -7.886 0.067 -4.403 0.2 -0.5 -0.3 -0.160
C -1.625 -3.230 -1.354 0.0 -0.2 -0.1 -0.264
C -9.545 2.085 -8.767 0.2 -0.1 0.0 -0.022
C 0.866 -3.463 -1.614 -0.2 -0.3 -0.3 -0.126
C -9.427 3.391 -6.553 0.2 -0.1 0.1 -0.025
H -9.744 2.986 -9.349 -0.1 0.0 0.0 0.085
H 6.483 -2.324 3.910 -0.1 0.0 -0.1 0.083
H -8.637 0.493 -5.061 -0.1 0.2 0.0 0.058
H 5.367 5.360 4.555 0.2 0.1 0.0 0.079
H 3.258 -2.273 0.464 0.2 -0.1 0.0 0.123
O 6.498 5.207 6.948 0.0 0.1 0.0 0.059
H -7.261 -2.619 0.146 0.4 0.0 0.2 0.150
H 3.009 -3.457 -1.631 0.1 -0.1 -0.1 0.109
O 7.453 0.215 5.364 0.0 0.0 0.0 0.063
C -5.426 -0.642 3.088 0.2 -0.3 0.3 -0.161
H -3.553 -0.240 3.996 0.2 -0.2 0.1 0.117
C 0.707 -4.229 -2.911 0.1 0.5 0.1 -0.148
H -7.655 0.744 -3.589 -0.1 0.3 0.0 0.056
C -4.438 -0.767 -1.579 -0.6 0.8 -0.3 -0.196
```
Positions in Å, forces in eV/Å.

=====

No. 2
Below is an isolated molecule of C4H11N2OS, with properties calculated with ωB97M-V with the def2-TZVPD basis set.

Properties
Highest occupied orbital energy (alpha / beta) ... -9.022 / -9.037 eV
Energy above the lowest of the compared OMol25 structures with the same formula, charge and spin ... 23.4 kcal/mol
Multiplicity ... 2
HOMO-LUMO gap (alpha / beta) ... 0.365 / 0.247 Ha
DFT total energy ... -20186.018 eV

The geometry in XYZ format:
```
19
Properties=species:S:1:pos:R:3:forces:R:3:lowdin_charge:R:1
H -0.453 -1.339 0.562 0.7 -0.7 -0.2 0.139
S -0.656 0.423 -2.750 -0.4 -0.3 -0.3 0.702
H -0.623 1.563 0.067 -0.3 0.1 -0.4 0.103
O 0.910 -0.271 2.781 -0.4 0.2 0.8 0.021
C 1.716 -0.663 1.799 0.0 -0.3 -2.2 -0.356
H -1.288 1.289 -1.962 0.0 0.0 0.1 -0.179
N -1.470 0.741 1.733 -0.2 -0.3 -0.5 0.025
H 1.749 -1.739 1.578 -0.1 -0.2 0.5 0.122
H -0.650 0.562 2.297 -0.2 0.0 0.6 0.019
C 0.130 -0.692 -1.526 0.2 0.0 0.8 -0.486
C -1.085 0.608 0.341 0.5 0.1 0.2 -0.297
H -1.984 0.420 -0.246 0.1 0.2 -0.1 0.101
H 1.165 -0.468 -1.752 0.3 -0.6 0.2 0.039
C -0.029 -0.496 0.023 -0.5 1.8 -0.8 -0.357
H -0.078 -1.747 -1.696 -0.1 0.1 -0.7 0.069
H 2.727 -0.347 1.957 0.8 0.4 0.5 0.125
H 1.288 0.917 0.431 0.7 0.2 0.4 0.119
H -2.207 0.077 1.930 0.2 -0.1 0.4 0.073
N 1.328 -0.096 0.477 -1.2 -0.6 0.9 0.015
```
Positions in Å, forces in eV/Å.

=====

No. 3
Below is a cluster of 2 separate species, C7H8NOPS in total, with properties calculated with ωB97M-V with the def2-TZVPD basis set.

Properties
Highest occupied orbital energy (alpha / beta) ... -7.768 / -7.646 eV
Energy above the lowest of the compared OMol25 structures with the same formula, charge and spin ... 41.7 kcal/mol
HOMO-LUMO gap (alpha / beta) ... 0.294 / 0.266 Ha
DFT total energy ... -31045.236 eV

The geometry in XYZ format:
```
19
Properties=species:S:1:pos:R:3:forces:R:3:lowdin_charge:R:1
H 1.448 2.131 0.883 1.5 -1.5 -1.1 0.155
C 1.574 0.130 -0.096 1.3 -1.2 0.3 -0.334
H -1.311 -1.593 -0.289 1.8 0.1 0.1 -0.014
C 2.538 -0.825 -0.347 0.6 0.5 0.5 -0.371
P -3.541 -0.519 0.225 0.5 -0.1 -0.1 0.768
N 0.194 -0.126 -0.177 1.1 -1.6 1.2 -0.105
O -0.854 1.844 -0.880 0.7 -0.2 0.5 0.089
C 3.505 1.304 0.513 0.2 -2.0 -0.5 -0.362
C 2.135 1.283 0.471 -0.7 3.3 0.9 -0.140
C -0.170 -1.558 -0.200 -1.9 -0.2 0.6 -0.064
H 0.227 -1.783 -1.197 0.1 -1.5 0.6 0.095
S 4.125 -0.291 0.072 -1.2 1.2 -0.4 0.972
H 4.296 2.020 0.647 -0.5 0.5 0.6 0.055
C -3.985 1.041 0.240 -2.1 0.3 -0.4 -0.557
H 0.067 -2.187 0.775 0.3 1.4 -2.3 0.144
H -3.412 1.907 0.333 1.7 1.0 0.1 -0.056
H -5.009 1.438 0.092 0.1 -0.9 0.2 -0.011
H 2.491 -1.857 -0.600 -0.5 -0.4 -0.3 0.054
C -0.722 0.729 -0.477 -3.0 1.3 -0.6 -0.316
```
Positions in Å, forces in eV/Å.

=====

No. 4
Below is a structure of composition C5H10FNS, with properties calculated with ωB97M-V with the def2-TZVPD basis set.

Properties
Highest occupied orbital energy ... -9.085 eV
Energy above the lowest of the compared OMol25 structures with the same formula, charge and spin ... 22.1 kcal/mol
HOMO-LUMO gap ... 0.361 Ha
DFT total energy ... -20388.820 eV

The geometry in XYZ format:
```
18
Properties=species:S:1:pos:R:3:forces:R:3:lowdin_charge:R:1
H 0.373 2.426 1.421 0.3 -0.3 -0.1 0.106
H -1.034 -2.088 0.100 0.1 -0.3 -0.2 0.114
H 0.373 0.948 -1.719 0.3 -0.2 0.1 0.072
C 1.264 0.595 0.682 0.5 -0.6 -0.4 -0.141
C 0.093 -0.260 0.069 0.8 -0.1 -0.9 -0.468
H -0.055 -1.807 1.579 -0.2 0.1 -0.5 0.131
H 0.867 -0.776 -1.930 -0.4 0.6 0.4 0.085
H 2.175 0.729 0.092 -0.1 -0.1 0.0 0.114
C 0.122 -0.085 -1.473 0.1 -0.3 -0.3 -0.483
H 1.536 0.191 1.670 -0.1 0.3 0.0 0.119
F 0.988 -2.413 -0.001 0.4 -0.8 -0.5 -0.029
H -1.012 0.424 1.778 0.1 0.3 -0.2 0.126
N 0.346 1.745 0.661 -0.4 -0.2 0.8 -0.028
S -1.426 -0.427 -2.412 0.3 -0.3 0.4 0.707
H -1.672 1.106 0.214 0.4 -0.3 0.6 0.109
C -0.755 0.770 0.757 -1.9 0.9 -0.5 -0.187
H -2.099 0.628 -1.958 -0.1 0.2 0.0 -0.167
C -0.084 -1.707 0.472 0.0 1.1 1.2 -0.182
```
Positions in Å, forces in eV/Å.

=====

- DFT total energy of number 3 (C7H8NOPS)?
  -31045.236 eV

=====

- Which value of DFT total energy does entry 1 give?
  -85864.308 eV

=====

- Which of these has the highest DFT total energy?
  C4H11N2OS